Entry 1:
Computed, not measured: a structure of composition C27H34N10NiS, with ωB97M-V with the def2-TZVPD basis set.

Last column: Mulliken charge in e.
Geometry (Å):
Ni (0.147698, -0.433284, -0.001164)  -1.2261
S (1.143772, -2.375302, -0.006228)  -0.2666
N (1.778535, 0.109021, 0.773544)  -0.2010
N (3.471099, 0.525736, 4.893626)  -0.6042
N (-3.174901, -0.255455, 2.655718)  0.4975
N (-1.290796, -1.254096, -1.011212)  1.5433
N (-1.128831, 0.050044, 1.477212)  1.2655
N (-1.662465, 2.871641, -1.852024)  0.5454
N (-2.004496, -2.077104, 1.730108)  0.0036
N (-0.223780, 1.518461, -0.543487)  1.2327
N (-0.360635, 1.231434, -2.836978)  0.3718
N (3.089714, 1.135369, 2.532227)  -0.6637
C (-2.434766, -0.658545, -1.139721)  0.6016
C (-1.285898, 0.995885, -3.928833)  -1.2646
C (-0.094478, 1.785032, 4.591075)  -1.3676
C (0.287570, 3.264783, 2.731767)  1.3089
C (-3.593242, 1.104507, 2.412172)  -0.7363
C (-3.480852, -0.719713, 3.993594)  -1.2387
C (-1.094111, -2.619223, -1.505445)  0.1980
C (-0.619666, 1.017539, 2.343685)  -0.4377
C (0.785971, 4.501071, 2.248719)  -1.0799
C (-2.069406, -0.816648, 1.981299)  -0.7476
C (-0.286489, -3.380245, -0.460892)  -0.7572
C (-0.518366, 0.785413, 3.697363)  -0.1647
C (0.595825, 3.701574, 0.001605)  -0.2397
C (-3.179469, -2.897414, 1.938131)  -1.2836
C (-3.582783, -1.280035, -1.682960)  -1.2488
C (0.939407, 4.716431, 0.914408)  -1.1755
C (-0.133068, 2.263484, 1.821292)  0.0041
C (0.911795, 0.521717, -2.881998)  -0.7661
C (3.271518, 0.764252, 3.781086)  0.5667
C (-2.346731, -3.302610, -1.924344)  -1.0692
C (-1.508454, 3.868808, -2.896304)  -1.1964
C (-3.526158, -2.639980, -2.029069)  -0.4088
C (2.366576, 0.563016, 1.680792)  0.7680
C (-2.450784, 3.320815, -0.720716)  -1.3914
C (0.265108, 3.013536, 4.126746)  -0.8368
C (-0.722462, 1.880676, -1.695939)  -0.7214
C (0.043373, 2.520019, 0.427127)  -0.4017
H (-0.030298, 1.560126, 5.646976)  0.3904
H (-4.658390, 1.185100, 2.645100)  0.4562
H (0.604745, 3.788097, 4.801061)  0.3998
H (-4.118618, -2.337333, 1.861143)  0.3962
H (-3.461090, 3.545554, -1.066863)  0.3632
H (-4.499281, -0.714500, -1.754925)  0.5277
H (-3.191937, -3.695169, 1.188753)  0.3649
H (1.754801, 1.211648, -2.925537)  0.3033
H (-3.460255, 1.349434, 1.360703)  0.0613
H (-0.920521, 1.432419, -4.861458)  0.3728
H (-2.253436, 1.430730, -3.693783)  0.3946
H (-3.053910, 1.845681, 3.015904)  0.1864
H (-1.139614, 4.804451, -2.461839)  0.3616
H (1.030665, -0.110052, -1.997308)  0.0566
H (0.805452, 3.837593, -1.052715)  0.6004
H (1.362830, 5.642812, 0.550028)  0.3899
H (0.054746, -4.337553, -0.858245)  0.5359
H (-4.422371, -3.154326, -2.348700)  0.4648
H (-0.444213, -2.511735, -2.394824)  0.3203
H (-3.139673, 0.007516, 4.741536)  0.3744
H (-4.557424, -0.867119, 4.122291)  0.2799
H (1.084775, 5.251011, 2.969242)  0.4318
H (-0.796368, 3.529902, -3.642677)  0.3989
H (-2.022061, 4.212624, -0.254910)  0.3386
H (-2.492444, 2.537570, 0.030536)  0.5363
H (-2.498231, 0.341596, -0.731059)  0.1318
H (-3.178000, -3.397915, 2.912606)  0.3480
H (-2.273770, -4.355648, -2.163300)  0.4169
H (0.923164, -0.119462, -3.760695)  0.3636
H (-0.900774, -3.520514, 0.426269)  0.1494
H (-2.463414, 4.067424, -3.386401)  0.3146
H (-1.415993, -0.079364, -4.079618)  0.3945
H (-2.980422, -1.664428, 4.190621)  0.4383
H (-0.763500, -0.198666, 4.074081)  0.7248

Forces on atoms 1 to 3 (eV/Å):
0.1 0.2 0.3
-0.2 0.0 0.0
-0.1 -0.1 -0.1

* energy above the lowest of the compared OMol25 structures with the same formula, charge and spin: 73.1 kcal/mol
* spin multiplicity: 3
* Kohn-Sham gap (alpha / beta): 0.2034 / 0.1866 hartree



Entry 2:
Computed, not measured: an isolated molecule of C5H9NO2 in a non-equilibrium geometry, with ωB97M-V with the def2-TZVPD basis set.

Last column: Mulliken charge in e.
Geometry (Å):
O (-1.277169, 0.499594, -0.578729)  -0.3493
O (-0.044915, -0.902831, 0.933882)  -0.1862
N (0.891603, -1.441760, 0.097304)  -0.4522
C (-2.516899, -0.193630, -0.367926)  -0.5586
C (0.800193, 1.314116, 0.622665)  -0.7579
C (1.561879, 0.787674, -0.616064)  -0.7524
C (-0.441264, 0.401226, 0.576667)  0.0199
C (1.624977, -0.764831, -0.611752)  -0.0431
H (-1.034432, 0.722552, 1.476647)  0.4563
H (0.515600, 2.285799, 0.458048)  0.3838
H (-2.435296, -1.319002, -0.963973)  0.2168
H (-3.507167, 0.403914, -0.980055)  0.1961
H (2.480257, 1.245826, -0.719676)  0.4611
H (1.470560, 1.142736, 1.447023)  0.3009
H (2.326488, -1.301302, -1.154620)  0.4870
H (-2.659269, -0.228712, 0.792716)  0.3008
H (1.005405, 1.099071, -1.499990)  0.2771

Forces on atoms 1 to 3 (eV/Å):
0.7 -0.1 0.8
-0.7 0.5 -0.7
-1.0 -3.8 1.5

* energy above the lowest of the compared OMol25 structures with the same formula, charge and spin: 108.3 kcal/mol
* spin multiplicity: 1
* Kohn-Sham gap: 0.3839 hartree
* SMILES: CO[C@@H]1CCC=NO1